(1)
C3H3N3O in the gas phase. Source: the Open Molecules 2025 dataset; level of theory: ωB97M-V/def2-TZVPD.

Calculated values
SMILES string: [H]/N=N/C=C\N=C=O
Energy above the lowest of the compared OMol25 structures with the same formula, charge and spin (eV): 2.178
LUMO energy (eV): -0.15
HOMO level (eV): -9.38
Strongest force on any atom (Eh/bohr): 0.017
E (eV): -9675.276
Total charge: 0

Structure (XYZ):
```
10
Properties=species:S:1:pos:R:3:forces:R:3:lowdin_charge:R:1
O 0.1348 2.6755 0.6727 0.3 -0.6 -0.6 0.176
C 0.4563 1.8550 -0.0926 -0.1 0.4 0.1 -0.308
N -1.3174 -0.9245 1.3967 0.6 0.3 0.1 0.081
N -0.2680 -0.4433 0.9297 -0.7 -0.2 0.0 -0.080
C 0.1480 -1.0477 -0.2773 0.0 0.1 -0.2 -0.147
C 0.6675 -0.2274 -1.1990 -0.1 -0.2 0.0 -0.121
N 0.8409 1.1425 -1.0096 -0.2 0.3 0.4 0.124
H -1.5380 -0.3527 2.2273 0.0 -0.2 -0.1 0.064
H -0.0520 -2.1013 -0.4554 0.0 0.2 0.0 0.104
H 0.9279 -0.5761 -2.1925 0.1 0.0 0.2 0.107
```
Positions in Å, forces in eV/Å.

---

(2)
A molecular structure, C9H13NO6STc. Source: the Open Molecules 2025 dataset; level of theory: ωB97M-V/def2-TZVPD.

Calculated values
Expectation value of S²: 3.769
LUMO energy (alpha / beta) (eV): -8.87 / -9.86
HOMO level (alpha / beta) (eV): -17.94 / -17.91
Strongest force on any atom (Eh/bohr): 0.006
E (eV): -36335.666
2S+1: 4
Total charge: +2

Structure (XYZ):
```
31
Properties=species:S:1:pos:R:3:forces:R:3:lowdin_charge:R:1
Tc -0.0561 0.0912 0.6895 -0.1 0.3 0.1 1.807
O -0.5199 -2.0472 -2.5933 0.0 0.0 0.0 0.259
C -0.0536 -1.3351 -1.7873 -0.1 -0.1 0.1 -0.421
O -0.7684 -0.9874 -0.6155 0.1 -0.2 -0.2 -0.196
C 1.2729 -0.6613 -1.7799 0.1 0.0 -0.1 -0.157
C 2.2150 -0.8025 -2.7690 -0.1 0.0 0.1 0.079
C 3.4158 -0.1089 -2.6254 0.0 0.0 0.0 0.045
C 3.6210 0.6871 -1.5081 0.0 0.0 0.0 0.025
C 2.6283 0.7799 -0.5468 0.1 0.0 0.0 -0.042
N 1.4736 0.1168 -0.6940 0.0 -0.1 0.0 -0.056
H 2.0071 -1.4404 -3.6179 0.0 0.0 0.0 0.154
H 4.1863 -0.1947 -3.3804 0.0 0.0 0.0 0.144
H 4.5440 1.2323 -1.3700 0.0 0.0 0.0 0.139
H 2.7542 1.3784 0.3473 0.0 0.0 0.0 0.139
C -0.8834 -2.0013 3.8317 0.0 0.0 0.0 -0.077
S 0.0654 -0.6592 3.2529 0.1 0.1 -0.1 0.610
O 0.8430 -1.1166 1.9897 0.1 -0.1 0.1 -0.424
O 0.8602 -0.0689 4.2494 0.0 0.0 0.0 -0.166
O -0.8710 0.3275 2.5046 0.0 0.0 0.0 -0.433
H -0.1707 -2.7301 4.2212 0.0 0.0 0.0 0.109
H -1.4789 -2.4142 3.0209 0.0 0.0 0.0 0.095
H -1.5051 -1.6136 4.6400 0.0 0.0 0.0 0.109
C -3.4667 1.1284 -0.4676 0.0 0.0 0.0 -0.048
C -2.2146 1.6516 -1.1047 0.1 0.1 0.1 -0.162
O -1.0860 1.7071 -0.0929 -0.1 -0.1 0.1 -0.215
H -4.2525 1.1136 -1.2248 0.0 0.0 0.0 0.110
H -3.8093 1.7679 0.3464 0.0 0.0 0.0 0.098
H -3.3427 0.1064 -0.1081 0.0 0.0 0.0 0.081
H -2.2944 2.6735 -1.4677 0.0 0.0 0.0 0.140
H -1.8255 1.0143 -1.8920 0.0 0.0 0.0 0.115
H -1.2879 2.4055 0.5517 0.0 0.0 0.0 0.137
```
Positions in Å, forces in eV/Å.

---

(3)
A molecular structure, C18H20BF6N9O4RuS2. Source: the Open Molecules 2025 dataset; level of theory: ωB97M-V/def2-TZVPD.

Calculated values
Expectation value of S²: 6.024
LUMO energy (alpha / beta) (eV): -7.87 / -10.26
HOMO level (alpha / beta) (eV): -14.70 / -14.70
Strongest force on any atom (Eh/bohr): 0.010
E (eV): -81808.616
2S+1: 5
Total charge: +2

Structure (XYZ):
```
61
Properties=species:S:1:pos:R:3:forces:R:3:lowdin_charge:R:1
Ru -0.2519 -0.3871 -0.0907 0.4 -0.3 -0.1 1.736
C -3.3746 -0.2584 -1.6496 0.0 0.0 0.0 0.006
C -2.3060 0.6611 -2.1124 0.0 0.0 -0.1 -0.252
C -2.3342 1.6467 -3.0687 0.0 -0.1 0.1 0.063
C -1.0828 2.2744 -3.0264 0.0 0.0 0.0 0.045
N -0.3301 1.6923 -2.1000 -0.1 0.0 0.0 0.059
N -1.0558 0.6729 -1.5406 0.1 0.0 0.0 -0.062
B 1.0955 1.9717 -1.5233 0.1 0.1 -0.1 -0.652
N 1.9447 0.6996 -1.7104 0.1 0.2 0.1 0.017
C 2.8860 0.4088 -2.6216 0.0 0.0 0.0 -0.002
C 3.3659 -0.8618 -2.3756 0.0 -0.1 0.1 0.044
C 2.6518 -1.3317 -1.2741 0.1 -0.1 0.0 -0.280
C 2.7991 -2.6221 -0.5521 0.0 0.0 0.0 0.001
N 1.7914 -0.3750 -0.8776 -0.3 0.2 -0.1 0.004
N 0.8491 2.1823 0.0328 0.0 -0.1 0.0 0.054
C 1.2070 3.2023 0.8023 0.0 0.0 0.0 0.048
C 0.7721 2.9698 2.1128 0.0 0.0 0.0 0.062
C 0.1328 1.7518 2.1008 0.0 0.0 0.0 -0.249
C -0.5434 1.0049 3.1908 0.0 0.0 0.0 -0.001
N 0.1859 1.2776 0.8135 0.0 0.0 -0.1 -0.082
N 1.7394 3.1753 -2.0897 0.1 -0.1 0.0 -0.026
C 3.0522 3.5570 -1.9815 -0.1 0.0 0.0 -0.068
C 3.1209 4.8789 -2.3089 0.0 0.0 0.0 0.009
C 1.7878 5.2654 -2.5986 -0.1 -0.1 0.0 -0.323
C 1.2890 6.6004 -3.0356 -0.1 0.0 0.0 -0.015
N 0.9635 4.2436 -2.4430 0.0 0.1 0.0 0.118
H -3.8013 -0.8036 -2.4904 0.0 0.0 0.0 0.111
H -4.1778 0.3200 -1.1906 0.0 0.0 0.0 0.113
H -3.0093 -0.9730 -0.9164 0.0 0.0 0.0 0.031
H -3.1597 1.9004 -3.7111 0.0 0.0 0.0 0.138
H -0.6942 3.1146 -3.5782 0.0 0.0 0.0 0.135
H 3.1645 1.1214 -3.3807 0.0 0.0 0.0 0.146
H 4.1421 -1.3821 -2.9097 0.0 0.0 0.0 0.133
H 2.7023 -3.4612 -1.2407 0.0 0.0 0.0 0.093
H 2.0631 -2.7260 0.2433 0.0 0.0 0.0 0.055
H 3.7916 -2.6735 -0.1027 0.0 0.0 0.0 0.109
H 1.7406 4.0432 0.3848 0.0 0.0 0.0 0.150
H 0.8956 3.6247 2.9578 0.0 0.0 0.0 0.137
H -0.8343 1.6927 3.9811 0.0 0.0 0.0 0.108
H 0.1324 0.2629 3.6180 0.0 0.0 0.0 0.093
H -1.4353 0.4951 2.8245 0.0 0.0 0.0 0.078
H 3.8217 2.8674 -1.6756 0.0 0.0 0.0 0.128
H 4.0012 5.4961 -2.3537 0.0 0.0 0.0 0.119
H 2.0791 7.3458 -2.9931 0.0 0.0 0.0 0.085
H 0.4614 6.9282 -2.4072 0.0 0.0 0.0 0.085
H 0.9189 6.5556 -4.0604 0.0 0.0 0.0 0.088
F -3.2635 -3.3721 -1.0853 0.0 0.0 0.0 0.165
C -2.3303 -4.2849 -1.3112 0.0 0.0 0.0 -0.679
F -2.5807 -5.3742 -0.6246 0.0 0.0 0.0 0.203
F -2.2345 -4.5390 -2.5961 0.0 0.1 0.0 0.202
S -0.6804 -3.6282 -0.7338 0.1 -0.1 -0.1 0.714
O -0.7243 -2.1566 -1.0722 0.0 0.2 0.0 -0.452
O 0.3259 -4.3691 -1.3895 0.0 0.0 0.0 -0.183
N -0.6934 -3.7988 0.8360 -0.1 0.1 0.1 -0.254
S -0.9720 -2.5215 1.6762 -0.2 -0.1 0.1 0.677
O 0.2040 -1.5703 1.5790 -0.2 0.2 -0.2 -0.423
O -2.1828 -1.7909 1.4013 -0.1 0.0 0.2 -0.286
C -0.9705 -3.1466 3.4308 0.1 0.0 0.1 -0.690
F 0.1414 -3.8033 3.6503 0.0 0.0 0.0 0.211
F -2.0226 -3.9081 3.5825 0.0 0.0 0.0 0.218
F -1.0448 -2.0719 4.1967 0.0 -0.1 0.0 0.183
```
Positions in Å, forces in eV/Å.

---

(4)
C22H22N4O2 in the gas phase in a non-equilibrium geometry. Source: the Open Molecules 2025 dataset; level of theory: ωB97M-V/def2-TZVPD.

Calculated values
SMILES string: OCCOCCNc1ncnc2c1c(-c1ccccc1)cn2-c1ccccc1
Energy above the lowest of the compared OMol25 structures with the same formula, charge and spin (eV): 1.087
LUMO energy (eV): 0.62
HOMO level (eV): -7.75
Strongest force on any atom (Eh/bohr): 0.022
E (eV): -33226.813
Total charge: 0

Structure (XYZ):
```
50
Properties=species:S:1:pos:R:3:forces:R:3:lowdin_charge:R:1
O 1.9837 0.6846 6.7398 0.5 -0.1 0.1 -0.057
C 0.8604 1.0312 5.9704 -0.4 0.2 -0.5 -0.247
C 1.0108 0.5836 4.5069 0.1 -0.1 0.3 -0.203
O -0.1614 0.7657 3.7446 -0.1 -0.1 0.0 -0.149
C -0.4332 2.0803 3.2975 0.0 0.2 -0.3 -0.184
C 0.4813 2.5028 2.1358 -0.1 0.0 0.5 -0.158
N 0.5136 1.4596 1.1456 -0.1 -0.3 0.2 0.073
C 0.1038 1.6259 -0.1285 0.0 0.1 -0.4 -0.258
N -0.1217 2.8640 -0.5748 0.2 0.0 0.6 0.124
C -0.5171 3.0206 -1.8285 -0.2 0.0 -0.3 -0.214
N -0.7560 2.0932 -2.7294 -0.1 -0.1 -0.5 0.127
C -0.5310 0.8490 -2.2960 0.4 0.5 0.9 -0.214
N -0.7068 -0.3151 -2.9923 0.0 0.2 0.3 0.035
C -0.3703 -1.3546 -2.1553 0.2 -0.2 0.6 0.013
C 0.0384 -0.8921 -0.9357 -0.1 -0.1 -0.4 -0.117
C -0.0573 0.5332 -1.0058 -0.3 0.2 -0.6 -0.024
C 0.4818 -1.7011 0.1981 0.0 -0.2 0.1 -0.184
C -0.2685 -2.7947 0.6225 0.0 0.1 0.0 -0.026
C 0.1410 -3.5471 1.7076 0.0 -0.1 0.0 -0.078
C 1.3070 -3.2236 2.3813 0.0 -0.1 0.1 -0.091
C 2.0714 -2.1506 1.9542 0.1 0.0 0.1 -0.087
C 1.6651 -1.3950 0.8699 0.0 -0.1 -0.1 -0.052
H 2.2763 -0.5747 0.5205 0.0 0.1 0.0 0.121
H 2.9914 -1.9045 2.4651 0.1 0.0 0.0 0.105
H 1.6222 -3.8091 3.2323 0.0 0.0 0.1 0.102
H -0.4540 -4.3880 2.0328 0.0 -0.1 0.0 0.103
H -1.1838 -3.0402 0.1040 -0.1 0.0 0.0 0.115
H -0.4503 -2.3728 -2.4812 0.0 -0.1 -0.1 0.128
C -1.1229 -0.4421 -4.3243 -0.2 0.0 -0.7 -0.181
C -0.7385 -1.5478 -5.0789 0.0 0.1 0.2 -0.024
C -1.1646 -1.6739 -6.3880 -0.1 0.0 0.0 -0.087
C -1.9663 -0.7015 -6.9608 0.0 0.0 -0.1 -0.097
C -2.3365 0.4053 -6.2153 0.0 -0.1 0.0 -0.077
C -1.9234 0.5388 -4.9032 -0.1 0.0 0.1 -0.013
H -2.1990 1.4031 -4.3222 0.0 0.0 0.0 0.094
H -2.9563 1.1713 -6.6569 -0.1 0.1 0.0 0.104
H -2.2946 -0.8036 -7.9842 0.0 0.0 -0.1 0.100
H -0.8607 -2.5349 -6.9650 0.0 -0.1 0.0 0.103
H -0.0929 -2.3008 -4.6533 0.1 0.0 0.0 0.104
H -0.6809 4.0432 -2.1433 0.0 0.1 0.0 0.106
H 0.5036 0.5178 1.5147 0.0 0.1 -0.1 0.110
H 0.1072 3.4127 1.6651 0.1 0.0 0.1 0.112
H 1.4991 2.6893 2.5004 -0.1 0.1 0.0 0.113
H -0.3667 2.8093 4.1130 0.0 0.0 0.0 0.118
H -1.4673 2.0360 2.9476 0.1 0.1 0.0 0.132
H 1.2015 -0.4934 4.4856 0.1 0.1 0.0 0.125
H 1.8692 1.0973 4.0501 0.0 0.0 0.0 0.121
H 0.0118 0.5136 6.4221 0.0 0.1 -0.1 0.129
H 0.6769 2.1143 6.0216 -0.1 -0.1 0.0 0.115
H 2.7644 1.1158 6.3741 -0.1 0.0 0.1 0.088
```
Positions in Å, forces in eV/Å.

---

(5)
A molecular structure, C7H10O2 in a non-equilibrium geometry. Source: the Open Molecules 2025 dataset; level of theory: ωB97M-V/def2-TZVPD.

Calculated values
Energy above the lowest of the compared OMol25 structures with the same formula, charge and spin (eV): 11.167
LUMO energy (eV): 0.34
HOMO level (eV): -8.91
Strongest force on any atom (Eh/bohr): 0.109
E (eV): -11504.689
Total charge: 0

Structure (XYZ):
```
19
Properties=species:S:1:pos:R:3:forces:R:3:lowdin_charge:R:1
C 1.7166 0.0029 0.5536 2.0 0.4 0.4 -0.362
C 1.0045 1.3556 0.3694 -0.4 4.8 2.4 -0.095
C -0.2478 1.7251 -0.1588 1.9 -1.1 0.6 -0.016
C -1.5727 0.7564 -0.6706 2.0 0.6 3.1 -0.064
C -1.5099 -0.5858 0.0850 -1.6 -4.1 3.5 -0.264
C -0.3809 -1.7802 -0.0278 -0.8 -1.3 -1.4 -0.088
C 0.4232 -0.6740 0.3760 -0.7 1.5 -0.8 -0.377
H 1.8407 -0.8419 -1.4563 2.9 2.1 4.3 0.242
H 2.5871 0.0576 1.4896 -3.1 -0.6 -2.4 0.220
H 1.4365 2.2943 1.3202 -1.1 -2.6 -3.5 0.191
H -0.3364 2.8169 0.0395 -1.0 -1.0 -0.5 0.080
H -2.4411 1.2430 -0.1793 0.4 0.0 -0.9 0.115
H -1.6725 0.4806 -1.6702 -0.3 0.7 -2.0 0.074
H -2.6069 -1.2541 0.3032 2.8 2.7 -0.5 0.202
H -0.2504 -2.4470 0.8361 -1.8 -1.0 -0.8 0.131
H -0.2324 -2.0533 -1.0988 0.1 -1.0 1.0 0.123
H 0.4519 -0.4244 -0.8719 -0.4 1.6 2.4 0.139
O 2.5372 -0.4396 -0.5409 -2.0 -1.3 -3.2 -0.146
O -0.7466 -0.2320 1.3017 1.1 -0.5 -1.6 -0.105
```
Positions in Å, forces in eV/Å.

---

(6)
A molecular structure, CH3AgINO2 in a non-equilibrium geometry. Source: the Open Molecules 2025 dataset; level of theory: ωB97M-V/def2-TZVPD.

Calculated values
Expectation value of S²: 0.753
LUMO energy (alpha / beta) (eV): -6.66 / -8.66
HOMO level (alpha / beta) (eV): -13.26 / -13.26
Strongest force on any atom (Eh/bohr): 0.064
E (eV): -18758.374
2S+1: 2
Total charge: +1

Structure (XYZ):
```
9
Properties=species:S:1:pos:R:3:forces:R:3:lowdin_charge:R:1
Ag 0.4838 -2.6431 4.7586 0.0 0.0 -0.6 0.635
I 0.4995 -2.4406 1.8006 0.0 -0.2 0.7 0.448
C 0.2763 0.8676 -0.4468 0.1 1.0 -0.1 0.036
N -0.7240 0.5072 -1.5523 -2.6 0.7 1.6 -0.438
O -1.9498 0.6881 -1.4443 1.7 0.3 1.4 0.043
O -0.2810 0.0513 -2.5373 2.2 -1.2 -2.1 0.096
H 1.1423 1.3110 -0.9382 -0.2 -0.1 -0.3 0.097
H 0.6690 0.0307 0.1307 -0.6 -0.3 -0.4 -0.010
H -0.1158 1.6278 0.2288 -0.5 -0.3 -0.2 0.094
```
Positions in Å, forces in eV/Å.

---

Which value of total charge does entry 1 give? 0